55
Properties=species:S:1:pos:R:3:lowdin_charge:R:1 method="wB97M-V/def2-TZVPD" de_lowest_kcal_mol=11.46 mol_weight_g_mol=642.239 energy_ev=-49528.9868 e_homo_ha=-0.285 homo_lumo_gap_ev=7.97
Y 0.0776 -0.5070 0.1676 1.4964
O 0.3084 -2.2919 2.0909 -0.1759
C 1.0577 -3.4554 1.7302 -0.2263
C 0.6093 -3.9983 0.3832 -0.1533
N 0.7111 -2.9643 -0.6555 -0.2181
C 2.0054 -2.9786 -1.3363 -0.0936
C 2.2796 -1.6159 -1.9760 -0.6456
O 2.8926 -1.5280 -3.0267 0.0482
O 1.8225 -0.6125 -1.3019 -0.2847
C -0.4006 -3.0449 -1.6076 -0.0886
C -1.7269 -2.6004 -0.9394 -0.6507
O -2.7749 -2.8253 -1.5117 0.0602
O -1.5652 -1.9986 0.1886 -0.1858
H -0.6311 -2.5255 2.0170 0.0884
H 0.9533 -4.2238 2.4995 0.1272
H 2.1020 -3.1466 1.7025 0.0678
H -0.4312 -4.3149 0.4622 0.1309
H 1.1998 -4.8844 0.1233 0.1347
H 2.0757 -3.7649 -2.0930 0.1349
H 2.7979 -3.1423 -0.6016 0.1316
H -0.5264 -4.0465 -2.0300 0.1384
H -0.2022 -2.3716 -2.4478 0.1336
I 2.9533 -0.2267 1.7236 1.1281
C 2.2651 1.3226 2.9646 -0.6027
C 3.1420 1.8116 3.8900 -0.1707
C 2.7600 2.8862 4.7104 -0.0876
C 1.5173 3.4317 4.5650 -0.0418
C 0.6020 2.9230 3.6139 -0.1746
C -0.6831 3.5019 3.4986 -0.0506
C -1.5768 2.9925 2.6073 -0.0867
C -1.2147 1.8964 1.7934 -0.1524
C 0.0270 1.2811 1.8167 -0.2066
C 0.9529 1.8249 2.7702 -0.2612
H 4.1289 1.3800 3.9905 0.0848
H 3.4564 3.2719 5.4434 0.1026
H 1.2035 4.2659 5.1820 0.1099
H -0.9330 4.3432 4.1348 0.1082
H -2.5695 3.4188 2.5195 0.0993
H -1.9861 1.5354 1.1245 0.0590
C -4.1360 1.2729 -2.4450 0.0088
N -2.7091 1.3236 -2.7460 -0.0335
C -2.2182 1.7829 -3.9213 -0.0353
C -0.8967 1.7817 -4.1876 0.0067
C -0.0172 1.2455 -3.1909 -0.3425
N -0.5119 0.7935 -2.0342 0.1279
C -1.8356 0.8420 -1.7832 -0.5048
O -2.2597 0.4485 -0.6977 -0.0138
N 1.2943 1.2274 -3.3751 0.2088
H -4.6954 1.6358 -3.3028 0.0908
H -4.3516 1.8892 -1.5746 0.1007
H -4.4234 0.2482 -2.2173 0.1050
H -2.9501 2.1578 -4.6235 0.1343
H -0.5137 2.1652 -5.1203 0.1110
H 1.6812 1.4412 -4.2766 0.1231
H 1.8630 0.7260 -2.6899 0.0858